{"formula": "C32H50NV", "method": "ωB97M-V/def2-TZVPD", "elements": ["V", "C", "C", "C", "C", "C", "C", "C", "C", "C", "C", "C", "C", "C", "C", "C", "C", "C", "H", "H", "H", "H", "H", "H", "H", "H", "H", "H", "H", "H", "H", "H", "H", "H", "H", "H", "H", "H", "H", "H", "H", "H", "H", "H", "H", "H", "H", "C", "N", "C", "C", "C", "C", "C", "C", "C", "C", "H", "H", "H", "H", "H", "H", "H", "H", "H", "H", "H", "H", "C", "C", "C", "C", "C", "C", "H", "H", "H", "H", "H", "H", "H", "H", "H"], "xyz": [[-0.18, -0.60, -0.15], [-1.55, 0.33, -1.46], [-2.35, 0.12, -0.21], [-2.36, -1.31, 0.06], [-1.69, -1.95, -1.10], [-1.18, -0.93, -2.00], [-0.62, -1.07, -3.37], [-1.30, 0.04, -4.21], [0.88, -0.77, -3.53], [-1.04, -2.40, -3.99], [-2.71, -2.10, 1.35], [-2.79, -3.60, 1.04], [-1.52, -1.92, 2.29], [-4.01, -1.76, 2.13], [-3.08, 1.35, 0.36], [-2.96, 1.55, 1.84], [-4.65, 1.44, -0.02], [-2.55, 2.62, -0.36], [-1.23, 1.33, -1.80], [-1.69, -3.03, -1.21], [-0.67, 0.90, -4.24], [-2.31, 0.33, -3.85], [-1.45, -0.35, -5.24], [1.10, 0.26, -3.15], [1.14, -0.87, -4.58], [1.52, -1.36, -2.86], [-2.10, -2.49, -3.72], [-0.53, -3.36, -3.67], [-0.88, -2.29, -5.10], [-1.89, -4.08, 0.55], [-3.66, -3.88, 0.43], [-2.92, -4.17, 2.00], [-1.81, -2.17, 3.28], [-1.08, -0.89, 2.18], [-0.70, -2.66, 2.09], [-4.82, -1.54, 1.42], [-3.79, -0.92, 2.84], [-4.22, -2.65, 2.79], [-2.15, 0.86, 2.23], [-3.88, 1.35, 2.39], [-2.69, 2.59, 2.14], [-5.21, 0.56, 0.31], [-4.75, 1.52, -1.15], [-5.05, 2.36, 0.45], [-1.59, 2.90, 0.03], [-3.25, 3.41, -0.09], [-2.57, 2.55, -1.46], [5.04, 0.22, 2.58], [4.33, -0.10, 1.34], [4.52, 0.64, 0.10], [3.07, -0.76, 1.50], [2.78, -1.80, 0.44], [3.65, -2.85, 0.33], [3.53, -3.90, -0.58], [2.38, -3.85, -1.38], [1.34, -2.97, -1.08], [1.52, -1.88, -0.15], [6.11, 0.34, 2.48], [4.91, -0.61, 3.33], [4.62, 1.14, 3.05], [5.26, 1.51, 0.19], [3.53, 0.84, -0.36], [5.09, -0.11, -0.54], [2.33, 0.04, 1.47], [3.08, -1.34, 2.49], [4.49, -2.91, 1.10], [4.25, -4.70, -0.69], [2.23, -4.46, -2.28], [0.38, -3.17, -1.62], [0.38, 4.67, 0.39], [1.29, 3.62, 1.07], [1.26, 3.68, 2.62], [2.72, 3.88, 0.50], [0.79, 2.33, 0.74], [0.47, 1.15, 0.54], [0.86, 5.65, 0.43], [-0.60, 4.73, 0.86], [0.23, 4.43, -0.63], [0.75, 4.60, 3.03], [2.30, 3.82, 2.98], [0.74, 2.80, 3.06], [2.99, 4.88, 0.81], [2.70, 4.01, -0.62], [3.47, 3.15, 0.82]], "lowdin_spin": [1.877, 0.009, 0.006, -0.001, 0.002, 0.013, 0.006, 0.000, 0.003, 0.001, 0.002, 0.000, 0.016, 0.000, 0.002, 0.000, 0.000, 0.001, 0.003, 0.001, 0.000, 0.000, 0.000, 0.001, 0.000, 0.001, 0.000, 0.000, 0.000, 0.000, 0.000, 0.000, 0.002, 0.005, 0.002, 0.000, 0.000, 0.000, 0.000, 0.000, 0.000, 0.000, 0.000, 0.000, 0.000, 0.000, 0.000, 0.000, 0.000, 0.000, 0.000, 0.002, -0.002, 0.011, -0.001, 0.012, -0.022, 0.000, 0.000, 0.000, 0.000, 0.000, 0.000, -0.001, 0.000, -0.001, 0.001, 0.000, 0.001, 0.002, 0.008, 0.005, 0.002, 0.046, -0.021, 0.000, 0.000, 0.000, 0.001, 0.000, 0.000, 0.000, 0.000, 0.000], "homo_ev": [-7.147, -7.144], "total_energy_ev": -61167.197, "orbital_gap_ev": [6.97, 7.42], "fmax_ev_per_a": 3.18, "relative_energy_kcal_mol": 64.1, "s2": 2.02, "multiplicity": 3}